No. 1
7 unconnected molecules or ions with the total composition C35H90N6O11 at a distorted geometry, computed with ωB97M-V/def2-TZVPD.

Values from the calculation:
structure (SMILES)	COC[C@H](C)N.COC[C@H](C)N.COCCNCCOC.COCCNCCOC.COCCNCCOC.COCCNCCOC.CC(C)O
energy above the lowest of the compared OMol25 structures with the same formula, charge and spin	247.4	kJ/mol
gap between HOMO and LUMO	8.975	eV
molar mass	771.1	u
largest force on an atom	2.99	eV/Å

Atoms and positions in Å:
C (-8.0933, 9.5890, 22.1619)
O (-7.9761, 9.5262, 23.5714)
C (-8.1130, 8.3100, 24.2418)
C (-9.5912, 7.8567, 24.4370)
C (-10.3668, 8.7494, 25.3638)
N (-9.6657, 6.5524, 25.0661)
H (-7.9822, 10.5813, 21.7247)
H (-9.0652, 9.3131, 21.7527)
H (-7.3518, 8.9469, 21.6866)
H (-7.5440, 7.4995, 23.7864)
H (-7.7072, 8.5093, 25.2336)
H (-10.0364, 7.7533, 23.4475)
H (-11.4203, 8.4927, 25.4749)
H (-10.2421, 9.8161, 25.1777)
H (-9.9092, 8.6301, 26.3459)
H (-10.6378, 6.2834, 25.0141)
H (-9.4285, 6.5954, 26.0469)
C (-12.4512, 6.9576, 30.9647)
O (-12.6578, 8.3720, 31.1418)
C (-13.9484, 8.8235, 30.7178)
C (-14.1326, 8.7927, 29.2130)
C (-12.9262, 9.4357, 28.4669)
N (-15.3113, 9.6004, 28.8403)
H (-11.4287, 6.7233, 31.2608)
H (-12.5214, 6.6704, 29.9156)
H (-13.1103, 6.3350, 31.5697)
H (-14.5956, 8.2958, 31.4183)
H (-13.9425, 9.8929, 30.9288)
H (-14.3097, 7.7547, 28.9315)
H (-12.0623, 8.7933, 28.2966)
H (-12.5144, 10.2547, 29.0567)
H (-13.2509, 9.8234, 27.5013)
H (-15.9139, 9.4687, 29.6401)
H (-15.0643, 10.5797, 28.8362)
C (-8.3883, 4.5202, 18.1968)
O (-8.5140, 5.3447, 19.3488)
C (-9.3316, 4.7491, 20.3057)
C (-9.2503, 5.5463, 21.6153)
N (-10.3095, 5.0708, 22.5383)
C (-11.6663, 5.4286, 22.1853)
C (-12.5784, 4.9832, 23.4187)
O (-12.2700, 5.7058, 24.6233)
C (-13.2165, 5.3115, 25.7428)
H (-7.7545, 3.6561, 18.3963)
H (-7.9126, 5.1284, 17.4274)
H (-9.3688, 4.2324, 17.8175)
H (-8.9660, 3.7473, 20.5311)
H (-10.3556, 4.6889, 19.9369)
H (-9.4016, 6.5997, 21.3794)
H (-8.3006, 5.3725, 22.1212)
H (-10.1740, 5.3769, 23.4912)
H (-11.9903, 4.9790, 21.2467)
H (-11.9541, 6.4739, 22.0726)
H (-12.5820, 3.9145, 23.6331)
H (-13.6025, 5.2892, 23.2046)
H (-14.2811, 5.4555, 25.5587)
H (-13.1162, 5.9117, 26.6471)
H (-13.1019, 4.2780, 26.0700)
C (-18.8869, 7.9654, 19.9657)
O (-19.7821, 7.1839, 19.2690)
C (-19.2558, 6.6755, 18.0311)
C (-20.3131, 6.2432, 17.0702)
N (-19.7783, 5.9113, 15.6837)
C (-19.4675, 7.0529, 14.7894)
C (-20.7577, 7.6977, 14.1376)
O (-21.2527, 6.9713, 13.0389)
C (-21.5787, 7.8104, 11.9260)
H (-19.2667, 8.2417, 20.9493)
H (-18.5470, 8.8547, 19.4348)
H (-17.9783, 7.3979, 20.1668)
H (-18.5725, 5.8500, 18.2307)
H (-18.6311, 7.4575, 17.5993)
H (-21.0277, 7.0425, 16.8735)
H (-20.8859, 5.4695, 17.5815)
H (-20.4497, 5.3325, 15.1996)
H (-18.8402, 6.7960, 13.9358)
H (-18.8815, 7.8162, 15.3013)
H (-20.4124, 8.6988, 13.8796)
H (-21.5703, 7.8077, 14.8557)
H (-20.7768, 8.4849, 11.6260)
H (-22.5370, 8.2785, 12.1509)
H (-21.6202, 7.0456, 11.1504)
C (-17.5630, 7.2652, 26.6378)
O (-17.0097, 6.4719, 25.5870)
C (-17.7193, 5.2882, 25.3239)
C (-17.1081, 4.4721, 24.1177)
N (-17.4637, 4.9873, 22.7889)
C (-16.9512, 4.0175, 21.8540)
C (-16.7380, 4.5781, 20.4830)
O (-15.6938, 5.5454, 20.4914)
C (-15.2664, 5.8965, 19.1894)
H (-18.3865, 7.8331, 26.2050)
H (-16.8213, 7.9770, 27.0003)
H (-17.8467, 6.6226, 27.4712)
H (-18.7669, 5.3678, 25.0338)
H (-17.6576, 4.7226, 26.2537)
H (-17.4056, 3.4303, 24.2368)
H (-16.0389, 4.4923, 24.3284)
H (-17.1350, 5.9393, 22.7133)
H (-17.7168, 3.2421, 21.8248)
H (-16.0182, 3.6250, 22.2584)
H (-17.6977, 5.0283, 20.2293)
H (-16.4243, 3.7756, 19.8154)
H (-14.6874, 6.7951, 19.4023)
H (-16.1229, 6.1864, 18.5807)
H (-14.6296, 5.1400, 18.7307)
C (-11.2335, 12.3382, 24.1929)
O (-12.5196, 12.9063, 24.1950)
C (-12.9633, 12.9868, 22.8502)
C (-14.4510, 13.4309, 22.7142)
N (-15.4353, 12.4908, 23.3248)
C (-16.7886, 12.9715, 23.1877)
C (-17.7690, 12.1351, 24.1388)
O (-17.3927, 12.4135, 25.4994)
C (-18.1536, 11.6509, 26.3762)
H (-10.5203, 13.0052, 23.7086)
H (-11.1737, 11.3372, 23.7657)
H (-10.8153, 12.2829, 25.1980)
H (-12.9009, 12.0010, 22.3893)
H (-12.4286, 13.7051, 22.2287)
H (-14.6994, 13.6019, 21.6667)
H (-14.5725, 14.4007, 23.1967)
H (-15.2299, 12.4248, 24.3114)
H (-17.0405, 13.0976, 22.1348)
H (-16.8201, 14.0194, 23.4861)
H (-17.7361, 11.1043, 23.7860)
H (-18.7757, 12.4394, 23.8524)
H (-19.2133, 11.6327, 26.1215)
H (-18.0467, 12.0025, 27.4024)
H (-17.8358, 10.6161, 26.5039)
C (-15.2879, 7.5646, 22.6150)
C (-15.3176, 8.9859, 23.2382)
C (-14.4545, 9.1795, 24.5406)
O (-14.9116, 9.9000, 22.2171)
H (-16.0411, 7.5862, 21.8273)
H (-15.4777, 6.7154, 23.2714)
H (-14.3593, 7.3642, 22.0805)
H (-16.3389, 9.2065, 23.5488)
H (-13.3901, 9.0269, 24.3618)
H (-14.8932, 8.4717, 25.2439)
H (-14.6011, 10.1500, 25.0146)
H (-15.0206, 10.7900, 22.5601)


No. 2
6 unconnected molecules or ions with the total composition C35H91N4O5P at a distorted geometry, computed with ωB97M-V/def2-TZVPD.

Values from the calculation:
energy above the lowest of the compared OMol25 structures with the same formula, charge and spin	33.5	kJ/mol
gap between HOMO and LUMO	3.050	eV
molar mass	679.1	u
net charge	+4
largest force on an atom	3.18	eV/Å

Atoms and positions in Å:
C (-3.0475, 2.6228, -4.2859)
C (-2.8181, 2.8512, -2.7780)
C (-1.6242, 1.9034, -2.4133)
O (-2.5975, 4.1221, -2.3575)
H (-2.1791, 2.9893, -4.8333)
H (-3.9637, 2.9964, -4.7432)
H (-3.2281, 1.5725, -4.5148)
H (-3.6642, 2.3574, -2.3001)
H (-0.6855, 2.4395, -2.2733)
H (-1.3921, 1.0044, -2.9842)
H (-1.8333, 1.4766, -1.4323)
C (5.2433, 7.5070, -1.9363)
C (4.8552, 8.2355, -0.5847)
C (5.8940, 9.3073, -0.2904)
O (7.1371, 8.7230, 0.0013)
C (8.1393, 9.7009, 0.0129)
N (3.4237, 8.7517, -0.6101)
H (3.3675, 9.5597, -1.2134)
H (2.7584, 8.0173, -0.8054)
H (3.2855, 9.1011, 0.3274)
H (4.5783, 6.6605, -2.1071)
H (6.2710, 7.1456, -1.8989)
H (5.1701, 8.2411, -2.7387)
H (4.9092, 7.5682, 0.2755)
H (5.5355, 9.7557, 0.6362)
H (5.9611, 10.0279, -1.1054)
H (8.1798, 10.1749, -0.9678)
H (9.0733, 9.2249, 0.3117)
H (7.9242, 10.4687, 0.7561)
C (-4.7597, 6.0903, 6.4875)
C (-4.4701, 5.0477, 5.3728)
C (-5.5184, 3.9281, 5.1850)
O (-5.2034, 3.3031, 3.9455)
C (-6.2870, 2.3110, 3.5650)
N (-4.3145, 5.8893, 4.1032)
H (-4.9609, 6.6651, 4.1216)
H (-3.4288, 6.3746, 4.0881)
H (-4.2774, 5.3305, 3.2627)
H (-3.8995, 6.7223, 6.7081)
H (-4.8876, 5.6251, 7.4650)
H (-5.6966, 6.6055, 6.2760)
H (-3.4519, 4.6587, 5.3731)
H (-6.4765, 4.4342, 5.0666)
H (-5.4887, 3.1555, 5.9533)
H (-6.9625, 2.1424, 4.4037)
H (-5.7401, 1.4040, 3.3077)
H (-6.9170, 2.7869, 2.8135)
C (-7.3496, 10.0968, -4.8233)
C (-6.1452, 11.0487, -4.8500)
C (-6.5305, 12.5094, -5.0774)
O (-7.1846, 13.2097, -4.1005)
C (-7.1033, 14.6636, -4.2395)
N (-5.5141, 10.9670, -3.4467)
H (-6.1315, 11.2648, -2.7049)
H (-5.0585, 10.0875, -3.2492)
H (-4.7550, 11.6304, -3.5076)
H (-7.6575, 10.1323, -5.8683)
H (-8.0811, 10.4087, -4.0778)
H (-7.0345, 9.0801, -4.5881)
H (-5.4654, 10.7662, -5.6538)
H (-7.0656, 12.6003, -6.0227)
H (-5.5431, 12.9328, -5.2613)
H (-7.6099, 15.0095, -5.1406)
H (-6.1641, 15.2092, -4.3309)
H (-7.5772, 15.1669, -3.3967)
C (-6.5367, -10.9958, -3.3654)
C (-6.3411, -9.5977, -2.7726)
C (-5.6680, -8.5980, -3.6993)
O (-5.5337, -7.5425, -2.8278)
C (-5.4545, -6.3019, -3.4653)
N (-7.6653, -9.1403, -2.2615)
H (-7.8016, -8.1412, -2.3193)
H (-8.3325, -9.5356, -2.9086)
H (-7.7515, -9.4668, -1.3097)
H (-7.2085, -10.9296, -4.2212)
H (-6.8226, -11.5989, -2.5037)
H (-5.6315, -11.4403, -3.7792)
H (-5.7246, -9.6450, -1.8750)
H (-6.2824, -8.3951, -4.5765)
H (-4.7009, -9.0017, -3.9990)
H (-4.8806, -6.2357, -4.3896)
H (-5.0534, -5.6428, -2.6954)
H (-6.4376, -5.8469, -3.5857)
C (6.6275, -2.0206, 0.7034)
C (5.1447, -2.4391, 0.7048)
C (4.8924, -3.9710, 0.5277)
C (5.4639, -4.9137, 1.6015)
P (4.6831, -6.5433, 1.7085)
C (3.1162, -6.3789, 2.5672)
C (3.0536, -5.4968, 3.8489)
C (1.6931, -5.7294, 4.4969)
C (1.4136, -4.8888, 5.7457)
C (4.5776, -7.3176, -0.0069)
C (3.2484, -7.0440, -0.8931)
C (3.4103, -7.3453, -2.4000)
C (3.9704, -8.7345, -2.6154)
C (5.7599, -7.7043, 2.6453)
C (6.7245, -7.0639, 3.7224)
C (7.5353, -8.0395, 4.4961)
C (8.4592, -8.9390, 3.7057)
H (7.1675, -2.3914, 1.5747)
H (6.7935, -0.9440, 0.7442)
H (6.9678, -2.4461, -0.2406)
H (4.5671, -1.8956, -0.0429)
H (4.6549, -2.1762, 1.6424)
H (5.1458, -4.4372, -0.4244)
H (3.8034, -4.0109, 0.5524)
H (5.3750, -4.4866, 2.6005)
H (6.5147, -5.0200, 1.3320)
H (2.7444, -7.3867, 2.7523)
H (2.3221, -5.8712, 2.0197)
H (3.2625, -4.4533, 3.6131)
H (3.8955, -5.7953, 4.4736)
H (1.6002, -6.7805, 4.7702)
H (0.9201, -5.4459, 3.7827)
H (0.5926, -5.3160, 6.3215)
H (1.3081, -3.8065, 5.6706)
H (2.2667, -5.0281, 6.4097)
H (4.4949, -8.4042, 0.0175)
H (5.5213, -6.9128, -0.3727)
H (3.0716, -5.9816, -0.7255)
H (2.3771, -7.6155, -0.5730)
H (3.9476, -6.5485, -2.9143)
H (2.3818, -7.3322, -2.7610)
H (3.5552, -9.4310, -1.8870)
H (5.0350, -8.6129, -2.4151)
H (3.8046, -9.0795, -3.6360)
H (6.4087, -8.0859, 1.8569)
H (5.1724, -8.5456, 3.0130)
H (6.3141, -6.4454, 4.5206)
H (7.2732, -6.4071, 3.0473)
H (6.7028, -8.6246, 4.8870)
H (8.0438, -7.6952, 5.3966)
H (9.0974, -8.4448, 2.9732)
H (7.9639, -9.7964, 3.2501)
H (9.0240, -9.4848, 4.4614)


Q: Look up the largest force on an atom of the second one.
A: 3.18 eV/Å